No. 1
Density functional theory data (wB97M-V/def2-TZVPD) for a molecular structure, C23H35NOP2Tc at a distorted geometry.

```
63
Properties=species:S:1:pos:R:3:lowdin_spin:R:1
Tc 0.05 -0.45 -0.69 1.682
P 2.35 -0.53 -0.86 0.035
P -2.40 -0.29 -0.50 0.005
N -0.12 0.52 -2.22 0.440
H 1.25 -2.79 1.32 0.002
C 3.02 -2.00 -1.67 0.010
H 4.12 -1.91 -1.65 0.001
H 2.67 -2.04 -2.70 0.000
H 2.71 -2.91 -1.15 0.000
C 3.23 -0.50 0.71 -0.002
H 4.29 -0.66 0.49 -0.001
H 2.86 -1.29 1.38 0.001
H 3.08 0.47 1.19 -0.001
C 3.09 0.82 -1.81 0.004
H 4.18 0.75 -1.70 0.000
H 2.72 1.77 -1.42 0.000
H 2.81 0.71 -2.85 0.001
C -3.39 -1.65 -1.19 0.005
H -4.46 -1.41 -1.05 0.000
H -3.15 -2.59 -0.69 0.000
H -3.18 -1.75 -2.26 0.000
C -3.04 -0.20 1.19 -0.001
H -4.14 -0.17 1.12 0.000
H -2.66 0.69 1.68 0.002
H -2.73 -1.08 1.76 0.000
C -3.16 1.15 -1.31 0.000
H -4.23 1.17 -1.07 -0.001
H -3.01 1.07 -2.39 0.001
H -2.67 2.06 -0.95 0.000
C -0.11 1.35 -3.28 0.043
C -0.04 1.70 -5.70 -0.008
C -0.08 0.83 -4.62 0.093
C -0.08 2.76 -3.10 0.098
C -0.04 3.61 -4.20 -0.006
C -0.02 3.09 -5.51 0.110
H -0.01 1.30 -6.72 -0.003
H -0.09 -0.25 -4.73 0.006
H -0.08 3.13 -2.07 0.004
H -0.02 4.68 -4.05 -0.003
H 0.01 3.77 -6.36 0.007
C 0.18 -3.06 1.15 0.021
O -0.32 -2.24 0.08 0.131
C 0.09 -4.48 0.56 0.000
H -0.21 -5.24 1.29 0.000
H 1.08 -4.74 0.16 0.000
H -0.63 -4.50 -0.26 0.000
C -0.54 -2.90 2.48 0.004
H -1.53 -3.39 2.46 0.000
H -0.64 -1.87 2.82 0.000
H 0.07 -3.40 3.23 0.001
C 0.23 0.80 0.70 -0.043
C 0.05 1.24 1.87 0.225
C 0.20 1.61 3.22 0.028
C -0.85 2.34 3.85 0.039
C -0.85 2.49 5.24 -0.004
C 0.23 2.02 6.00 0.037
C 1.33 1.41 5.38 -0.003
C 1.34 1.24 3.99 0.039
H -1.64 2.75 3.23 0.003
H -1.71 2.98 5.72 -0.001
H 0.22 2.14 7.09 0.002
H 2.18 1.07 5.97 -0.001
H 2.20 0.82 3.48 0.002
```

Values from the calculation:
Gap between HOMO and LUMO (spin up / spin down), Ha: 0.251 / 0.227
Spin multiplicity: 4
Maximum force, eV/A: 4.41
Calculated total energy, hartree: -1790.80185
E_LUMO (spin up / spin down), eV: 0.6697 / -0.8851
Energy above the lowest of the compared OMol25 structures with the same formula, charge and spin, kcal per mole: 0.0
Charge: 0

***

No. 2
Density functional theory data (wB97M-V/def2-TZVPD) for a molecular structure, C23H35O4PdS2.

```
65
Properties=species:S:1:pos:R:3:mulliken_charge:R:1
Pd -0.88 0.74 0.46 0.595
C 0.14 -0.66 3.23 -1.931
C -0.20 0.66 2.61 1.139
C 0.85 1.62 2.34 1.811
C 2.26 1.31 2.74 -2.308
C 0.51 2.74 1.63 0.772
C 1.50 3.79 1.22 -2.261
C -0.86 2.89 1.17 0.888
C -1.18 4.00 0.21 -2.442
C -1.93 2.21 1.81 1.167
C -3.35 2.69 1.68 -2.241
C -1.60 0.99 2.47 0.801
C -2.67 0.07 2.98 -2.408
H 0.09 -1.45 2.47 0.268
H -0.58 -0.92 4.01 0.450
H 1.13 -0.66 3.66 0.523
H 2.42 1.42 3.81 0.325
H 2.97 1.95 2.23 0.368
H 2.53 0.29 2.47 0.495
H 1.82 3.60 0.19 0.352
H 2.38 3.79 1.85 0.544
H 1.06 4.78 1.26 0.395
H -1.23 4.96 0.74 0.465
H -2.14 3.85 -0.28 0.490
H -0.42 4.08 -0.56 0.460
H -3.80 2.39 0.73 0.350
H -3.38 3.77 1.74 0.470
H -3.96 2.29 2.48 0.502
H -2.87 0.26 4.04 0.303
H -2.38 -0.97 2.87 0.526
H -3.60 0.20 2.43 0.500
C 3.92 1.76 -1.90 -0.999
C 2.72 1.65 -2.83 -0.500
S 1.33 0.68 -2.23 0.239
O 1.02 1.28 -0.86 -0.234
C 2.13 -0.93 -1.92 -0.686
C 2.74 -1.07 -0.53 -0.628
H 4.61 2.51 -2.28 0.401
H 4.47 0.82 -1.83 0.279
H 3.60 2.05 -0.90 0.108
H 2.98 1.22 -3.80 0.506
H 2.28 2.63 -3.02 0.412
H 2.87 -1.05 -2.71 0.577
H 1.35 -1.67 -2.07 0.320
H 3.53 -0.35 -0.35 0.260
H 3.14 -2.07 -0.43 0.469
H 1.97 -0.93 0.23 -0.237
C -7.06 -2.53 1.16 -1.452
C -5.69 -2.28 0.61 0.952
C -5.41 -1.13 -0.12 -0.836
C -4.14 -0.90 -0.64 -0.423
C -3.14 -1.83 -0.43 -0.004
C -3.40 -3.00 0.29 -0.709
C -4.66 -3.21 0.81 -0.731
S -1.51 -1.54 -1.00 1.656
O -1.52 -0.27 -1.73 -0.812
O -1.00 -2.71 -1.66 -0.645
O -0.71 -1.27 0.27 -0.557
H -7.74 -1.72 0.92 0.370
H -7.03 -2.65 2.24 0.331
H -7.47 -3.46 0.75 0.355
H -6.20 -0.41 -0.31 0.354
H -3.93 -0.01 -1.23 0.582
H -2.61 -3.73 0.44 0.489
H -4.87 -4.11 1.36 0.427
```

Values from the calculation:
Gap between HOMO and LUMO (spin up / spin down), Ha: 0.265 / 0.265
Spin multiplicity: 1
Maximum force, eV/A: 0.85
Calculated total energy, hartree: -2122.39149
E_LUMO (spin up / spin down), eV: -4.5472 / -4.5462
Charge: +1

***

No. 3
Density functional theory data (wB97M-V/def2-TZVPD) for a molecular structure, C23H35OW at a distorted geometry.

```
60
Properties=species:S:1:pos:R:3:lowdin_spin:R:1
C 0.85 -2.19 0.27 0.036
C 1.76 -1.36 -0.48 0.035
C 1.43 -1.52 -1.88 0.009
C 0.29 -2.39 -1.98 0.025
C -0.05 -2.82 -0.65 0.045
W -0.27 -0.68 -0.76 1.111
C -1.62 1.96 -0.44 0.033
C -1.13 0.95 0.61 0.197
H -0.61 1.33 1.49 0.017
C -1.87 -0.22 0.77 0.219
H -2.82 -0.52 0.26 0.019
H -1.56 -0.87 1.58 0.020
C -2.38 3.22 -0.13 0.011
H -1.86 3.84 0.59 0.000
H -2.48 3.74 -1.09 0.002
H -3.33 2.90 0.21 0.000
C -2.41 1.16 -1.52 0.005
H -1.92 0.13 -1.69 0.010
H -3.47 1.04 -1.19 0.001
H -2.34 1.74 -2.48 0.000
C 2.85 -0.52 0.07 0.010
H 2.56 -0.09 1.05 0.001
H 3.77 -1.12 0.24 0.002
H 3.11 0.32 -0.60 0.001
C 2.18 -0.92 -3.01 0.003
H 2.49 0.10 -2.77 0.001
H 3.08 -1.50 -3.27 0.000
H 1.55 -0.86 -3.91 0.001
C -0.36 -2.84 -3.23 0.016
H -0.33 -2.08 -4.01 0.001
H 0.13 -3.74 -3.63 0.003
H -1.40 -3.11 -3.05 0.001
C -1.11 -3.79 -0.31 0.011
H -2.00 -3.66 -0.92 0.002
H -0.75 -4.81 -0.48 0.003
H -1.40 -3.72 0.74 0.000
C 0.93 -2.39 1.74 0.014
H 0.08 -2.98 2.10 0.000
H 1.84 -2.93 1.99 0.002
H 0.95 -1.43 2.29 0.001
C 0.18 1.17 -1.85 -0.002
C -0.60 2.36 -1.34 0.046
C 0.34 1.27 -3.29 0.046
C -0.03 3.54 -1.68 -0.009
H 1.06 1.06 -1.27 -0.003
C 0.48 2.55 -3.85 -0.004
H -0.13 0.48 -3.90 0.002
C 0.48 3.64 -2.96 0.055
H 0.01 4.34 -0.91 -0.001
H 0.40 2.78 -4.90 -0.001
H 0.75 4.69 -3.27 0.002
C 0.65 2.61 4.44 0.000
C 1.47 2.17 3.25 0.000
O 1.68 0.76 3.15 0.000
H -0.29 2.05 4.52 0.000
H 0.41 3.67 4.33 0.000
H 1.21 2.50 5.37 0.000
H 0.97 2.43 2.31 0.000
H 2.45 2.67 3.26 0.000
H 2.11 0.47 3.96 0.000
```

Values from the calculation:
Gap between HOMO and LUMO (spin up / spin down), Ha: 0.195 / 0.193
Spin multiplicity: 3
Maximum force, eV/A: 6.42
Calculated total energy, hartree: -1039.21156
E_LUMO (spin up / spin down), eV: -4.5836 / -4.4033
Energy above the lowest of the compared OMol25 structures with the same formula, charge and spin, kcal per mole: 113.1
Charge: +1

***

No. 4
Density functional theory data (wB97M-V/def2-TZVPD) for a molecular structure, C23H36AsFN4O3Tc.

```
69
Properties=species:S:1:pos:R:3:lowdin_spin:R:1
Tc 1.82 -2.58 1.44 0.942
C -5.07 -1.01 -1.76 0.000
C -3.89 -1.41 -2.63 0.000
N -2.61 -1.30 -1.91 0.002
C -2.08 -2.42 -1.38 0.000
C -0.92 -2.45 -0.66 0.004
C -0.49 -3.80 -0.16 0.008
O -1.06 -4.79 -0.57 0.011
O 0.51 -3.83 0.68 0.059
C -0.18 -1.25 -0.47 0.005
O 0.95 -1.19 0.13 0.027
C -0.75 -0.05 -1.02 0.000
C -0.11 1.18 -0.85 0.000
C -0.66 2.32 -1.37 0.000
F -0.05 3.51 -1.14 0.000
C -1.85 2.32 -2.11 0.001
C -2.49 1.10 -2.27 0.000
C -1.97 -0.08 -1.73 0.001
N -2.38 3.49 -2.65 0.000
C -1.57 4.52 -3.26 0.000
C -1.62 5.82 -2.47 0.000
N -3.06 6.22 -2.30 0.000
C -3.89 5.14 -1.67 0.000
C -3.77 3.86 -2.49 0.000
H -6.00 -1.10 -2.33 0.000
H -4.99 0.02 -1.41 0.000
H -5.14 -1.66 -0.89 0.000
H -3.83 -0.81 -3.54 0.000
H -3.99 -2.45 -2.95 0.000
H -2.61 -3.35 -1.55 0.000
H 0.81 1.23 -0.28 0.000
H -3.40 1.08 -2.86 0.000
H -1.94 4.71 -4.28 0.000
H -0.54 4.20 -3.36 0.000
H -1.10 6.63 -2.98 0.000
H -1.21 5.69 -1.47 0.000
H -3.45 6.45 -3.22 0.000
H -3.12 7.08 -1.75 0.000
H -4.92 5.49 -1.61 0.000
H -3.50 4.99 -0.66 0.000
H -4.24 4.02 -3.47 0.000
H -4.32 3.07 -1.99 0.000
C 5.22 -3.04 0.11 -0.001
As 4.02 -1.65 0.72 0.000
C 3.90 -0.46 -0.80 -0.002
C 5.11 -0.66 1.97 0.002
H 6.16 -2.61 -0.26 0.000
H 4.75 -3.61 -0.69 0.001
H 5.43 -3.71 0.94 0.001
H 4.90 -0.16 -1.12 0.000
H 3.32 0.42 -0.53 0.000
H 3.40 -0.97 -1.63 0.000
H 6.00 -0.29 1.47 0.000
H 5.40 -1.31 2.79 0.000
H 4.54 0.19 2.36 0.000
C 3.76 -2.66 4.91 -0.003
C 2.31 -2.89 4.47 0.003
C 1.40 -1.80 5.04 -0.001
C 1.83 -4.29 4.87 -0.002
N 2.25 -2.82 3.03 -0.060
H 3.83 -2.78 5.99 0.000
H 4.08 -1.65 4.66 0.000
H 4.43 -3.39 4.45 0.000
H 1.42 -1.84 6.13 0.000
H 0.37 -1.95 4.71 0.000
H 1.73 -0.81 4.73 0.001
H 1.84 -4.38 5.96 0.000
H 2.48 -5.05 4.45 0.001
H 0.81 -4.45 4.52 0.000
```

Values from the calculation:
Gap between HOMO and LUMO (spin up / spin down), Ha: 0.278 / 0.270
Spin multiplicity: 2
Maximum force, eV/A: 0.60
Calculated total energy, hartree: -3758.71906
E_LUMO (spin up / spin down), eV: -5.4279 / -5.4964
Energy above the lowest of the compared OMol25 structures with the same formula, charge and spin, kcal per mole: 0.6
Charge: +2